ORCA calculation (ωB97M-V/def2-TZVPD) on a cluster of 7 separate species, C21H60N5O11S in total in a non-equilibrium geometry.

Element x y z (Å)
N (-1.571, 0.191, 0.467)
H (-0.643, -0.293, 0.401)
H (-1.474, 1.220, 0.335)
H (-1.931, -0.021, 1.426)
H (-2.148, -0.237, -0.308)
N (-3.038, -2.795, 2.205)
H (-2.615, -3.389, 2.910)
H (-2.530, -2.950, 1.267)
H (-3.007, -1.777, 2.493)
H (-4.011, -3.078, 2.121)
S (-2.614, -2.720, -1.192)
O (-2.008, -3.223, -2.428)
O (-2.886, -1.269, -1.312)
O (-3.872, -3.450, -0.917)
O (-1.704, -2.928, -0.024)
C (-4.744, 0.196, 4.104)
C (-3.316, 0.626, 3.734)
C (-2.554, 1.052, 4.994)
O (-2.621, -0.272, 2.974)
H (-4.728, -0.734, 4.681)
H (-5.344, 0.039, 3.206)
H (-5.221, 0.977, 4.702)
H (-3.451, 1.593, 3.195)
H (-1.576, 1.477, 4.741)
H (-2.359, 0.266, 5.730)
H (-3.081, 1.876, 5.492)
C (-0.818, 0.562, -2.541)
O (0.567, 0.556, -2.825)
C (0.821, -0.181, -4.007)
C (2.306, -0.100, -4.340)
N (3.113, -0.518, -3.214)
C (4.571, -0.400, -3.414)
C (5.265, -0.208, -2.086)
O (4.987, 1.096, -1.620)
C (5.244, 1.195, -0.212)
H (-1.288, -0.426, -2.518)
H (-1.313, 1.238, -3.250)
H (-1.012, 0.973, -1.548)
H (0.286, 0.295, -4.839)
H (0.500, -1.216, -3.856)
H (2.503, 0.949, -4.621)
H (2.492, -0.736, -5.209)
H (2.872, 0.108, -2.448)
H (4.800, 0.459, -4.061)
H (4.822, -1.354, -3.884)
H (6.347, -0.370, -2.176)
H (4.918, -1.008, -1.417)
H (4.667, 0.451, 0.339)
H (4.986, 2.226, 0.008)
H (6.309, 1.002, -0.046)
C (2.029, 2.320, -0.166)
O (1.616, 3.325, 0.752)
C (0.632, 2.849, 1.628)
C (-0.705, 3.557, 1.463)
N (-1.403, 3.022, 0.287)
C (-2.806, 3.496, 0.232)
C (-3.444, 3.059, -1.058)
O (-2.825, 3.783, -2.108)
C (-3.385, 3.548, -3.371)
H (2.706, 2.772, -0.887)
H (1.167, 1.898, -0.686)
H (2.533, 1.520, 0.385)
H (0.976, 2.923, 2.668)
H (0.458, 1.770, 1.518)
H (-0.541, 4.624, 1.268)
H (-1.288, 3.367, 2.365)
H (-1.006, 3.406, -0.568)
H (-2.841, 4.589, 0.327)
H (-3.321, 3.079, 1.101)
H (-4.524, 3.250, -1.000)
H (-3.312, 1.986, -1.245)
H (-4.476, 3.588, -3.365)
H (-3.011, 2.632, -3.843)
H (-3.023, 4.335, -4.040)
C (3.310, -4.553, -1.866)
O (2.855, -3.465, -1.109)
C (1.706, -2.859, -1.713)
C (1.457, -1.470, -1.083)
N (0.687, -1.524, 0.162)
C (1.542, -1.857, 1.311)
C (0.695, -1.820, 2.574)
O (1.493, -1.883, 3.735)
C (0.751, -1.964, 4.922)
H (4.090, -5.090, -1.326)
H (3.687, -4.221, -2.841)
H (2.507, -5.281, -2.043)
H (0.854, -3.525, -1.551)
H (1.909, -2.714, -2.780)
H (0.820, -0.952, -1.804)
H (2.423, -0.982, -0.972)
H (-0.055, -2.224, 0.046)
H (2.294, -1.075, 1.455)
H (2.055, -2.799, 1.104)
H (-0.100, -2.577, 2.560)
H (0.199, -0.839, 2.583)
H (1.427, -1.735, 5.746)
H (0.383, -2.993, 5.031)
H (-0.093, -1.267, 4.989)

**Net charge**: -1
**Frontier orbital gap**: 7.4 eV
**E_HOMO**: -4.816 eV
**LUMO**: 2.58 eV

***

ORCA calculation (ωB97M-V/def2-TZVPD) on a cluster of 2 separate species, C4H12 in total in a non-equilibrium geometry.

Element x y z (Å)
C (0.285, 1.007, -2.071)
C (1.254, 0.000, -1.416)
H (-0.317, 0.482, -2.815)
H (-0.323, 1.561, -1.360)
H (0.778, 1.773, -2.673)
H (1.592, 0.362, -0.453)
H (2.059, -0.236, -2.109)
H (0.695, -0.930, -1.314)
C (-1.368, -0.072, 1.624)
C (-0.111, -0.912, 1.888)
H (-1.851, 0.246, 2.549)
H (-1.159, 0.839, 1.067)
H (-2.129, -0.642, 1.092)
H (0.818, -0.472, 1.550)
H (-0.251, -1.913, 1.480)
H (0.026, -1.094, 2.959)

**SMILES**: CC.CC
**Frontier orbital gap**: 12.8 eV
**Relative energy (zero: lowest compared OMol25 entry of this formula, charge and spin)**: 26.7 kJ/mol
**E_HOMO**: -11.583 eV
**LUMO**: 1.19 eV

***

ORCA calculation (ωB97M-V/def2-TZVPD) on a cluster of 2 separate species, C18H18N2 in total in a non-equilibrium geometry.

Element x y z (Å)
C (3.789, -1.242, -0.764)
C (1.568, -1.952, -1.805)
C (2.900, -1.557, -1.859)
C (1.126, -2.300, -3.123)
C (3.246, -1.661, -3.225)
C (-0.495, -2.522, -0.844)
C (-1.065, -2.680, -2.090)
C (0.777, -2.044, -0.730)
C (-0.243, -2.628, -3.223)
N (2.220, -2.226, -3.983)
H (-1.130, -2.569, 0.073)
H (-2.174, -2.786, -2.201)
H (1.022, -1.584, 0.239)
H (-0.714, -2.947, -4.240)
H (4.784, -1.769, -1.013)
H (3.286, -1.765, 0.132)
H (4.120, -1.327, -3.653)
H (2.113, -2.303, -4.983)
H (4.082, -0.190, -0.840)
C (-1.678, 3.639, 4.583)
C (-1.794, 1.295, 1.698)
C (-1.362, 2.561, 2.213)
C (-2.020, 2.786, 3.442)
C (-2.904, 1.718, 3.708)
C (-1.349, 0.690, 0.511)
C (-0.316, 1.271, -0.101)
C (0.209, 2.480, 0.484)
C (-0.275, 3.104, 1.576)
N (-2.756, 0.828, 2.678)
H (-1.836, -0.301, 0.269)
H (-0.008, 0.881, -1.102)
H (-3.439, 0.124, 2.603)
H (1.092, 2.957, -0.071)
H (-3.504, 1.682, 4.623)
H (0.169, 4.101, 1.722)
H (-2.465, 4.422, 4.777)
H (-0.695, 4.197, 4.530)
H (-1.634, 3.217, 5.557)

**⟨S²⟩**: 0.7685
**Net charge**: +1
**Frontier orbital gap (alpha / beta)**: 6.2 / 2.8 eV
**Relative energy (zero: lowest compared OMol25 entry of this formula, charge and spin)**: 243.6 kJ/mol
**Spin multiplicity**: 2
**E_HOMO (alpha / beta)**: -9.698 / -9.684 eV
**LUMO (alpha / beta)**: -3.51 / -6.87 eV

***

Q: What is the formula in the first record?
A: C21H60N5O11S